No. 1
{
  "formula": "C47H44Br2CdN6O2PS",
  "method": "the ωB97M-V functional and the def2-TZVPD basis",
  "elements": ["Cd", "C", "C", "N", "C", "C", "N", "C", "C", "C", "C", "C", "N", "C", "C", "N", "C", "C", "N", "C", "C", "C", "N", "C", "C", "H", "H", "H", "H", "H", "H", "H", "H", "H", "H", "H", "H", "Br", "C", "Br", "H", "H", "C", "C", "C", "C", "C", "C", "C", "C", "C", "C", "C", "C", "C", "C", "C", "H", "H", "H", "H", "H", "H", "H", "H", "H", "H", "O", "C", "O", "C", "C", "C", "C", "S", "C", "C", "H", "H", "H", "H", "H", "C", "C", "P", "C", "C", "C", "C", "H", "H", "H", "H", "H", "H", "H", "H", "H", "H", "H", "H", "H", "H", "H"],
  "xyz": [[0.10700, 0.14110, -0.42430], [-3.42210, -3.02850, 0.52410], [-2.21110, -2.47910, 0.14840], [-1.84250, -1.25440, 0.50420], [-2.71180, -0.54270, 1.25650], [-3.92960, -1.12970, 1.63170], [-4.28710, -2.34670, 1.28210], [-2.31520, 0.80090, 1.66360], [-3.18960, 1.63770, 2.33960], [-2.78230, 2.91940, 2.73010], [-1.48700, 3.31090, 2.37050], [-0.66730, 2.44030, 1.66560], [-1.06050, 1.18570, 1.34860], [0.66710, 2.82950, 1.22370], [1.20550, 4.11180, 1.40250], [2.41840, 4.44960, 1.02160], [3.15230, 3.49570, 0.43780], [2.63900, 2.23250, 0.21930], [1.41270, 1.89170, 0.59260], [-3.69120, 3.81330, 3.43510], [-4.68890, 3.33460, 4.29650], [-5.55660, 4.23000, 4.88850], [-5.51380, 5.54230, 4.69920], [-4.56100, 6.00310, 3.89910], [-3.63740, 5.20230, 3.25910], [-3.70950, -4.03010, 0.23850], [-1.50600, -3.06150, -0.42970], [-4.64340, -0.60860, 2.25450], [-4.20320, 1.33350, 2.54160], [-1.13650, 4.28610, 2.66930], [0.63850, 4.90190, 1.87400], [4.15770, 3.76390, 0.15140], [3.23430, 1.46360, -0.25420], [-4.77040, 2.27970, 4.51240], [-6.34130, 3.88820, 5.55270], [-4.55020, 7.07710, 3.75880], [-2.90340, 5.64020, 2.60020], [-1.48810, -2.30710, -3.41890], [0.43030, -2.28680, -3.25200], [1.01140, -3.20280, -1.66640], [0.78220, -1.25380, -3.16490], [0.85710, -2.79940, -4.10860], [-1.19320, 1.04570, -1.78780], [-1.99660, 1.86870, -2.20400], [-2.85670, 2.75830, -2.85190], [-2.29790, 4.02770, -3.25440], [-1.23660, 4.58760, -2.52090], [-0.67060, 5.78890, -2.88540], [-1.12550, 6.46990, -4.00500], [-2.14850, 5.91750, -4.76290], [-2.72430, 4.71850, -4.40000], [-4.20490, 2.35760, -3.13100], [-4.57210, 0.99950, -3.07610], [-5.84650, 0.59250, -3.39910], [-6.80780, 1.52100, -3.77710], [-6.48550, 2.87010, -3.76680], [-5.21660, 3.28740, -3.43280], [-0.87390, 4.06090, -1.64840], [0.13150, 6.20440, -2.28830], [-0.68100, 7.41200, -4.29370], [-2.49160, 6.42400, -5.65510], [-3.48720, 4.28500, -5.03080], [-3.82640, 0.27100, -2.79240], [-6.09850, -0.45800, -3.35950], [-7.80090, 1.20080, -4.05750], [-7.23830, 3.60700, -4.01380], [-5.00250, 4.34460, -3.37750], [3.71940, 6.05400, -4.50520], [4.56440, 5.00810, -4.31480], [5.73950, 5.15670, -4.55650], [3.98120, 3.75600, -3.81940], [4.83010, 2.64520, -3.71170], [4.37170, 1.44410, -3.23970], [3.03710, 1.30770, -2.82910], [2.49620, -0.17220, -2.15490], [2.17590, 2.40440, -2.96320], [2.63740, 3.60160, -3.45270], [2.80660, 5.81590, -4.30010], [5.86040, 2.76670, -4.01510], [5.02870, 0.58810, -3.17510], [1.13570, 2.29560, -2.67740], [1.91980, 4.40890, -3.54160], [3.81930, -1.49890, 0.88780], [2.73630, -2.25530, 1.64550], [1.16720, -1.27620, 1.81360], [0.08450, -2.48510, 2.74410], [0.71680, -3.59940, 3.57270], [1.63630, -0.05590, 3.14250], [2.07770, -0.57400, 4.50360], [4.68880, -2.13690, 0.74130], [4.14330, -0.60870, 1.42320], [3.45890, -1.19960, -0.09500], [3.09170, -2.54850, 2.63590], [2.47770, -3.15640, 1.08180], [-0.54880, -2.95550, 1.98800], [-0.56970, -1.86770, 3.36750], [1.28050, -4.27260, 2.93270], [-0.07990, -4.17240, 4.04860], [1.37480, -3.22440, 4.35100], [0.77190, 0.60070, 3.27080], [2.43340, 0.55280, 2.70790], [1.28260, -1.13150, 4.99020], [2.33550, 0.26480, 5.14960], [2.95570, -1.20810, 4.41970]],
  "atomic_forces_ev_per_a": [[0.85, -0.50, 0.53], [0.12, 0.08, 0.03], [-0.21, -0.35, 0.03], [-0.51, 0.33, 0.24], [0.27, -0.34, -0.38], [-0.13, -0.03, 0.10], [-0.07, -0.07, -0.06], [-0.66, 0.45, 0.49], [0.28, -0.49, -0.17], [-0.04, 0.10, 0.10], [0.33, -0.23, -0.33], [-0.43, 0.69, 0.44], [0.39, -0.34, -0.16], [0.34, -0.24, -0.23], [-0.05, 0.11, 0.10], [0.13, 0.04, -0.03], [-0.10, -0.02, 0.14], [0.52, 0.11, 0.08], [-0.40, 0.60, 0.25], [-0.06, 0.08, 0.01], [0.09, 0.08, -0.14], [-0.06, -0.13, 0.02], [-0.29, 0.30, 0.22], [0.15, 0.08, -0.06], [0.01, -0.16, 0.08], [0.06, -0.08, -0.09], [0.01, 0.05, -0.10], [0.06, 0.14, 0.03], [-0.08, -0.09, -0.01], [0.09, 0.06, -0.04], [-0.15, -0.03, 0.03], [0.10, -0.07, -0.14], [-0.05, -0.05, -0.10], [-0.02, -0.08, 0.01], [0.00, -0.15, 0.05], [0.07, 0.07, -0.06], [0.02, 0.07, -0.09], [-0.08, -0.03, -0.14], [-0.17, 0.08, -0.33], [0.13, -0.16, 0.17], [-0.17, -0.27, -0.07], [-0.06, 0.04, 0.12], [-0.26, 0.16, -0.31], [-0.12, -0.03, -0.41], [0.39, -0.30, 0.34], [0.28, 0.62, -0.12], [-0.16, -0.21, 0.04], [0.15, 0.19, 0.00], [-0.02, 0.06, -0.11], [0.10, 0.20, -0.08], [-0.05, -0.21, 0.09], [-0.67, -0.13, -0.08], [0.22, 0.10, -0.02], [-0.20, -0.02, -0.04], [-0.06, -0.01, 0.01], [-0.26, 0.00, -0.05], [0.24, -0.02, 0.06], [0.00, -0.05, 0.05], [0.03, 0.01, 0.04], [0.02, 0.06, 0.00], [-0.01, 0.02, -0.05], [-0.03, -0.01, 0.00], [0.12, -0.03, 0.01], [0.00, -0.08, -0.02], [-0.08, -0.03, 0.01], [-0.05, 0.03, 0.00], [0.01, 0.03, -0.04], [0.04, 0.20, -0.07], [0.32, 0.27, -0.15], [-0.35, 0.09, 0.02], [-0.21, -0.48, 0.15], [0.02, 0.48, -0.15], [-0.16, -0.01, 0.04], [-0.12, 0.18, -0.09], [-0.14, -0.65, 0.44], [-0.10, -0.05, 0.04], [0.37, 0.20, -0.17], [0.14, -0.12, 0.00], [0.05, 0.02, -0.01], [0.03, -0.03, 0.06], [-0.01, -0.01, -0.01], [-0.06, 0.08, 0.03], [-0.10, -0.13, -0.03], [-0.21, 0.24, 0.03], [0.58, -0.39, 0.48], [-0.01, 0.22, -0.32], [-0.07, 0.19, -0.07], [-0.11, -0.04, -0.30], [-0.04, 0.03, -0.15], [0.14, -0.03, 0.01], [0.03, 0.13, 0.07], [0.09, 0.09, 0.00], [-0.05, -0.17, -0.04], [-0.01, -0.07, 0.13], [-0.04, 0.13, 0.10], [-0.10, -0.02, -0.08], [0.11, -0.12, 0.02], [0.03, -0.08, 0.04], [0.10, -0.03, 0.05], [0.01, 0.04, -0.15], [-0.09, 0.06, -0.04], [-0.06, -0.09, 0.10], [0.03, 0.04, 0.05], [0.11, -0.15, 0.08]],
  "de_lowest_kcal_mol": 13.9,
  "total_charge": -1,
  "homo_energy_ev": [-4.36, -2.81]
}

---

No. 2
{
  "formula": "C47H44LaN10O2",
  "method": "the ωB97M-V functional and the def2-TZVPD basis",
  "elements": ["La", "C", "C", "C", "C", "C", "C", "N", "C", "C", "C", "C", "C", "C", "N", "N", "C", "C", "C", "C", "C", "N", "H", "H", "H", "H", "H", "H", "H", "H", "H", "H", "H", "H", "H", "C", "N", "C", "C", "C", "O", "N", "C", "O", "H", "H", "H", "H", "H", "N", "C", "N", "C", "C", "C", "C", "C", "H", "H", "H", "H", "H", "H", "H", "H", "H", "H", "C", "C", "N", "C", "C", "N", "H", "H", "H", "H", "H", "H", "C", "C", "C", "C", "C", "C", "C", "C", "C", "C", "C", "C", "C", "C", "C", "H", "H", "H", "H", "H", "H", "H", "H", "H", "H"],
  "xyz": [[-0.89785, -0.29033, 0.42368], [2.70864, 1.23671, 5.31708], [2.79867, 1.62752, 3.99032], [1.69189, 1.57037, 3.15882], [0.44837, 1.10710, 3.61081], [0.37907, 0.72434, 4.96502], [1.47944, 0.78784, 5.79270], [-0.63855, 1.00705, 2.75707], [-1.77823, 1.64320, 3.18405], [-1.77932, 2.73921, 4.06721], [-2.94210, 3.40582, 4.42147], [-4.16694, 3.01387, 3.90278], [-4.20529, 1.93909, 3.02309], [-3.05132, 1.25084, 2.67043], [-3.07195, 0.19255, 1.74458], [-4.27681, -0.31290, 1.53310], [-4.33784, -1.07993, 0.41749], [-5.54159, -1.78718, 0.16748], [-5.65957, -2.53918, -0.96406], [-4.58437, -2.58570, -1.86978], [-3.45021, -1.87183, -1.55931], [-3.30052, -1.13878, -0.44490], [3.57120, 1.28010, 5.96937], [3.74037, 1.98712, 3.59001], [1.77577, 1.87376, 2.12372], [-0.57026, 0.37042, 5.35045], [1.38366, 0.47219, 6.82559], [-0.83567, 3.07406, 4.48065], [-2.87475, 4.24601, 5.10400], [-5.07981, 3.53590, 4.15995], [-5.14108, 1.61287, 2.59342], [-6.34042, -1.69957, 0.89078], [-6.57453, -3.08518, -1.16253], [-4.63180, -3.14820, -2.79118], [-2.59565, -1.85582, -2.22287], [5.05933, 1.09305, -0.54695], [4.00408, 0.32336, 0.07397], [4.27958, -0.75175, 0.86274], [3.30855, -1.43209, 1.49409], [1.94424, -0.98729, 1.29619], [0.96731, -1.55779, 1.84001], [1.69628, 0.06499, 0.48585], [2.68193, 0.77533, -0.09917], [2.49432, 1.80631, -0.73863], [6.00460, 0.57399, -0.39678], [5.11863, 2.09280, -0.11209], [4.86714, 1.20017, -1.61360], [5.32923, -1.00725, 0.94218], [3.51840, -2.27959, 2.12596], [-0.95924, 2.27964, -0.14961], [-0.44259, 3.30685, -0.04871], [0.15665, 4.45829, 0.06931], [0.02044, 5.50514, -0.93080], [-0.58964, 6.75238, -0.30224], [0.18752, 7.16337, 0.94517], [0.25936, 6.01525, 1.94683], [0.86707, 4.77502, 1.30703], [-0.58848, 5.11638, -1.74647], [1.01734, 5.72608, -1.33287], [-1.62830, 6.54059, -0.03458], [-0.60059, 7.56141, -1.03609], [-0.27210, 8.04146, 1.40259], [1.20307, 7.45853, 0.65606], [-0.74390, 5.76698, 2.30431], [0.85088, 6.29690, 2.82035], [0.79720, 3.90755, 1.96451], [1.92499, 4.92766, 1.05978], [-1.96045, -2.91440, 2.81935], [-1.18483, -3.53948, 1.71802], [-1.04206, -3.07117, 0.49610], [-0.16106, -3.91369, -0.13912], [0.21934, -4.90772, 0.70170], [-0.44659, -4.66300, 1.88005], [-2.54495, -2.07347, 2.45076], [-1.28602, -2.53573, 3.59060], [-2.65962, -3.62165, 3.27160], [0.15133, -3.72273, -1.15031], [0.87725, -5.74750, 0.57801], [-0.35648, -5.17285, 2.73944], [-0.35975, -0.87644, -2.01585], [0.07674, -1.56115, -2.94887], [0.61123, -2.35621, -3.94826], [-0.29137, -3.17278, -4.77238], [-0.03559, -3.43448, -6.12400], [-0.93077, -4.16699, -6.88548], [-2.09961, -4.65587, -6.31954], [-2.37133, -4.39625, -4.98352], [-1.48321, -3.66008, -4.21970], [2.05652, -2.35616, -4.15110], [2.82580, -1.29731, -3.63607], [4.19980, -1.28760, -3.77983], [4.84789, -2.33221, -4.42923], [4.10235, -3.39319, -4.92574], [2.72569, -3.40918, -4.78948], [0.86025, -3.03715, -6.58251], [-0.71563, -4.34659, -7.93224], [-2.79958, -5.22492, -6.91890], [-3.28055, -4.76739, -4.52653], [-1.70586, -3.45120, -3.18246], [2.32160, -0.49200, -3.11538], [4.76702, -0.45440, -3.38154], [5.92470, -2.32177, -4.54399], [4.59718, -4.22356, -5.41536], [2.16662, -4.25881, -5.15707]],
  "atomic_forces_ev_per_a": [[-0.22, -0.05, 1.25], [0.03, 0.02, 0.02], [0.09, 0.00, 0.06], [-0.10, 0.01, -0.12], [0.31, 0.01, 0.01], [-0.17, -0.05, -0.13], [0.11, -0.02, 0.09], [-0.32, -0.03, -0.08], [-0.11, -0.01, -0.17], [0.05, 0.07, 0.09], [0.08, 0.05, 0.06], [-0.08, -0.10, -0.11], [-0.16, 0.16, 0.24], [0.14, -0.39, -0.35], [0.04, 0.53, 0.31], [-0.02, -0.10, -0.20], [-0.14, 0.21, 0.36], [-0.05, -0.01, 0.02], [0.04, -0.02, -0.06], [0.05, 0.02, -0.01], [-0.04, -0.01, 0.02], [0.06, -0.10, -0.27], [0.02, 0.00, 0.01], [0.03, 0.00, 0.01], [-0.02, 0.04, 0.01], [-0.01, 0.00, -0.01], [0.01, 0.00, 0.02], [0.01, -0.01, 0.00], [-0.04, 0.02, 0.01], [0.00, 0.03, 0.03], [0.00, -0.03, -0.03], [0.01, 0.00, 0.02], [0.00, -0.01, -0.02], [-0.03, -0.02, -0.02], [-0.03, -0.01, -0.03], [0.03, 0.07, -0.04], [-0.03, 0.03, -0.04], [-0.11, -0.07, 0.07], [0.10, 0.05, -0.02], [-0.04, -0.12, 0.03], [-0.05, 0.02, -0.16], [0.28, -0.13, -0.09], [-0.12, 0.16, 0.05], [0.16, 0.04, -0.09], [0.01, 0.00, -0.01], [0.00, -0.02, -0.04], [0.00, 0.04, 0.02], [-0.03, -0.04, 0.03], [-0.02, -0.01, 0.01], [-0.16, 0.02, -0.07], [-0.04, -0.31, -0.24], [0.03, 0.12, 0.21], [0.05, 0.01, -0.11], [-0.03, -0.01, -0.06], [0.04, 0.07, 0.00], [0.03, -0.04, 0.07], [0.04, -0.05, 0.08], [0.02, 0.05, 0.02], [-0.04, 0.02, 0.01], [-0.01, -0.01, 0.01], [0.01, -0.01, -0.01], [-0.02, -0.01, 0.01], [0.01, -0.02, -0.01], [-0.01, -0.01, 0.00], [0.02, 0.00, -0.01], [0.02, 0.08, -0.01], [-0.04, 0.04, 0.04], [-0.09, 0.01, 0.09], [0.03, 0.00, -0.08], [-0.01, 0.07, 0.32], [0.03, 0.00, -0.14], [0.06, -0.07, -0.07], [-0.12, 0.10, 0.06], [-0.01, 0.02, -0.03], [0.01, 0.00, -0.01], [0.05, -0.01, 0.00], [0.02, -0.01, -0.10], [0.04, -0.02, -0.03], [0.01, -0.02, 0.00], [0.15, -0.09, -0.58], [-0.06, 0.00, 0.11], [0.09, -0.17, -0.33], [0.04, 0.13, 0.16], [-0.03, -0.03, 0.01], [0.04, 0.01, -0.03], [-0.08, -0.06, -0.09], [0.00, 0.02, 0.08], [0.00, -0.02, -0.11], [-0.12, 0.12, 0.11], [0.03, -0.07, 0.00], [-0.02, 0.01, 0.00], [0.10, 0.00, -0.03], [0.06, -0.01, 0.00], [0.06, 0.00, 0.01], [-0.02, 0.02, -0.01], [-0.02, -0.01, 0.00], [0.01, -0.01, 0.00], [-0.01, -0.01, -0.03], [0.06, -0.03, 0.03], [-0.02, 0.00, -0.02], [0.03, -0.03, -0.02], [0.01, 0.00, 0.01], [0.02, 0.01, 0.00], [0.00, 0.00, 0.03]],
  "de_lowest_kcal_mol": 9.3,
  "total_charge": -1,
  "homo_energy_ev": [-2.99, -3.57]
}